Record 1
{"formula": "C2H13NO4", "method": "ωB97M-V/def2-TZVPD", "elements": ["C", "C", "N", "H", "H", "H", "H", "H", "H", "H", "O", "H", "H", "O", "H", "H", "O", "H", "H", "O"], "coordinates": [[0.23640, -1.13795, 2.16009], [0.77455, 0.01078, 1.68559], [0.79380, 1.17869, 2.38556], [-0.36283, -1.26725, 3.05399], [0.47049, -2.06472, 1.65248], [1.39247, -0.23801, 0.83508], [0.23429, 1.23999, 3.22653], [0.91588, 2.05478, 1.92612], [-1.91407, 2.39292, -1.86627], [-1.61956, 1.28877, -0.80612], [-1.22802, 1.98243, -1.35982], [1.58530, 1.04936, -0.79931], [0.40469, 1.06874, -1.79096], [1.26883, 0.65000, -1.62476], [0.99269, -2.45942, -2.24325], [0.69989, -1.14470, -1.41082], [0.42337, -2.06977, -1.58214], [-1.38037, -1.21577, 0.16405], [-1.47039, -1.15379, -1.26296], [-1.87810, -0.72565, -0.49139]]}

Record 2
{"formula": "C2H13NO4", "method": "ωB97M-V/def2-TZVPD", "elements": ["C", "C", "N", "H", "H", "H", "H", "H", "H", "H", "O", "H", "H", "O", "H", "H", "O", "H", "H", "O"], "coordinates": [[1.61317, -0.91827, -0.41114], [2.08977, -1.14088, 0.81149], [1.78405, -0.18538, 1.81609], [0.17297, 0.24232, 0.31451], [1.73186, -1.71067, -1.18542], [2.52833, -2.05977, 1.29210], [1.96465, 0.72126, 1.48455], [2.03285, -0.18352, 2.77085], [-1.12347, 3.05778, -1.00853], [-0.60226, 1.58008, -1.34287], [-1.30844, 2.07854, -0.80951], [-2.28715, -0.24642, 1.19777], [-3.00646, 1.25422, 1.17687], [-2.71798, 0.45150, 1.75633], [-0.49666, -1.19822, -0.17407], [-1.12094, -2.21202, -1.13729], [-1.30103, -1.77937, -0.36782], [1.54293, 0.68467, -2.77316], [0.94074, 0.46653, -1.42783], [0.70452, 0.90637, -2.36678]]}

Record 3
{"formula": "C2H13NO4", "method": "ωB97M-V/def2-TZVPD", "elements": ["C", "C", "N", "H", "H", "H", "H", "H", "H", "H", "O", "H", "H", "O", "H", "H", "O", "H", "H", "O"], "coordinates": [[1.68686, -1.16044, 0.54704], [0.71021, -1.79650, -0.16737], [-0.35453, -1.25089, -0.91890], [2.27151, -0.37997, 0.00833], [1.88250, -1.58450, 1.55728], [0.81885, -2.85592, -0.18776], [-0.86301, -0.57211, -0.32071], [-1.11812, -2.00587, -1.19920], [1.20365, 0.13823, -1.69567], [2.37297, 0.96667, -2.08334], [1.57692, 0.99205, -1.60257], [-3.51033, -0.06110, 0.85334], [-2.23015, -0.00428, 1.60887], [-2.70697, -0.60760, 1.07308], [-0.46884, 1.19678, 1.07588], [0.52664, 0.49673, 1.90387], [-0.31900, 0.98781, 1.98273], [-0.79052, 3.19452, -0.72756], [0.08651, 2.04291, -1.09966], [-0.77518, 2.26350, -0.60768]]}

Record 4
{"formula": "C2H13NO4", "method": "ωB97M-V/def2-TZVPD", "elements": ["C", "N", "C", "O", "H", "H", "H", "H", "H", "H", "H", "H", "H", "O", "H", "H", "O", "H", "H", "O"], "coordinates": [[-2.17145, 1.85465, -2.57779], [-1.37613, 2.10630, -1.37303], [-0.72559, 0.93671, -0.82046], [-1.49817, 0.25695, 0.16906], [-2.95920, 2.58742, -2.63080], [-2.75292, 0.92114, -2.51259], [-1.50674, 1.81518, -3.43536], [-1.96857, 2.51972, -0.66149], [-0.52582, 0.22789, -1.62630], [0.19780, 1.26301, -0.35634], [-2.30724, -0.03748, -0.27983], [-2.06187, -0.74042, 2.58838], [-2.62510, -2.13438, 2.79549], [-1.84528, -1.67400, 2.47052], [3.05562, 0.29130, 1.39614], [2.05909, -0.65301, 0.68927], [2.87548, -0.15572, 0.55755], [5.40465, -2.51723, 1.38053], [4.98480, -3.71290, 2.20781], [5.74663, -3.15514, 2.01924]]}

Record 5
{"formula": "C2H13NO4", "method": "ωB97M-V/def2-TZVPD", "elements": ["C", "N", "C", "O", "H", "H", "H", "H", "H", "H", "H", "H", "H", "O", "H", "H", "O", "H", "H", "O"], "coordinates": [[0.81202, -1.10265, -1.10970], [-0.64408, -0.93678, -1.32057], [-1.00990, 0.41316, -1.61596], [-0.49971, 0.83887, -2.88960], [1.12760, -0.58259, -0.20291], [1.02105, -2.14568, -0.87254], [1.34899, -0.74394, -1.98585], [-0.85359, -1.54366, -2.11132], [-0.63231, 1.05971, -0.82727], [-2.10103, 0.44024, -1.66396], [-0.40870, 1.80051, -2.83805], [1.34816, 0.57544, 3.27016], [0.65752, -0.75712, 3.69329], [0.77148, -0.15237, 2.94255], [0.62111, 2.79036, 1.69968], [1.06162, 1.38719, 1.33887], [0.76484, 2.22409, 0.94840], [-0.70105, -0.98324, 1.80818], [-1.23216, -1.22013, 0.39092], [-1.45188, -1.36142, 1.34569]]}

Respective E values: -439.69555 -439.47980 -439.63225 -439.67508 -439.69037 Ha.
Respective energy relative to the best compared isomer or geometry (same formula, charge and spin) values: 17.09 152.47 56.81 29.94 20.34 kcal per mole.